# 1
Computed, not measured: a cluster of 2 separate species, C9H10NO2 in total, with ωB97M-V/def2-TZVPD.

Values from the calculation:
* gap between HOMO and LUMO (alpha / beta): 3.3 / 3.3 eV
* total charge: -1
* HOMO level (alpha / beta): -2.053 / -2.041 eV

Cartesian coordinates (Å):
C (0.260, -2.564, 1.891)
C (-0.203, -3.099, 0.702)
C (0.409, -1.105, 1.969)
C (-0.263, -2.313, -0.538)
C (0.536, -0.500, 0.698)
C (-0.632, -2.771, -1.800)
C (-1.262, 2.544, -0.503)
C (1.013, 3.600, -0.558)
C (0.090, 2.417, -0.735)
N (0.162, -1.008, -0.454)
O (-1.953, 3.510, -0.244)
O (0.582, -0.457, 3.030)
H (0.213, -3.277, 2.690)
H (-0.296, -4.188, 0.645)
H (-0.641, -2.136, -2.712)
H (-1.128, -3.705, -1.716)
H (0.252, 4.410, -0.694)
H (1.384, 3.790, 0.460)
H (1.871, 3.482, -1.127)
H (0.462, 1.390, -1.058)
H (0.932, 0.515, 0.552)
H (-1.787, 1.463, -0.497)

***

# 2
Computed, not measured: an isolated molecule of CHBr2NO2, with ωB97M-V/def2-TZVPD.

Values from the calculation:
* gap between HOMO and LUMO (alpha / beta): 7.2 / 7.1 eV
* HOMO level (alpha / beta): -10.103 / -10.071 eV

Cartesian coordinates (Å):
C (0.296, 0.197, 0.686)
N (1.034, 0.171, -0.480)
O (2.141, -0.358, -0.451)
O (0.499, 0.676, -1.467)
Br (-1.398, 0.550, 0.446)
Br (-3.233, -0.894, -0.185)
H (0.662, -0.343, 1.452)